(w)
{
  "formula": "C3H3F2IO",
  "method": "ωB97M-V/def2-TZVPD",
  "elements": ["C", "C", "C", "O", "F", "F", "I", "H", "H", "H"],
  "coordinates": [[-0.971, 0.042, 0.446], [-1.663, 1.166, 0.367], [1.706, -0.627, -0.369], [1.021, 0.351, 0.167], [-3.011, 1.254, 0.290], [-1.135, 2.387, 0.359], [-1.561, -1.908, 0.398], [0.922, -1.355, -0.708], [2.513, -1.187, 0.303], [2.179, -0.123, -1.253]],
  "lowdin_charge": [-0.504, -0.457, -0.303, -0.190, 0.089, 0.136, 0.998, 0.013, 0.117, 0.100],
  "charge": 0,
  "homo_ha": -0.3502,
  "lumo_energy_ev": -1.11,
  "gap_ev": 8.42
}


(x)
{
  "formula": "C3H3F2IO",
  "method": "ωB97M-V/def2-TZVPD",
  "elements": ["C", "C", "C", "O", "F", "F", "I", "H", "H", "H"],
  "coordinates": [[0.218, 0.237, 0.679], [0.907, 2.227, 0.100], [-0.920, -1.549, -0.683], [-0.711, -0.313, 0.046], [1.804, 2.542, 1.058], [-0.033, 3.237, 0.130], [1.928, -0.845, 1.259], [-0.240, -2.311, -0.466], [-0.981, -1.399, -1.737], [-1.972, -1.826, -0.386]],
  "lowdin_charge": [-0.634, -0.131, -0.021, -0.198, -0.033, -0.022, 0.788, 0.041, 0.089, 0.122],
  "charge": 0,
  "homo_ha": -0.3033,
  "lumo_energy_ev": -0.26,
  "gap_ev": 7.99
}


Which is the most stable structure? (w) is the most stable.


(w)
{
  "formula": "C2H10O3",
  "method": "ωB97M-V/def2-TZVPD",
  "elements": ["C", "O", "C", "H", "H", "H", "H", "H", "H", "H", "H", "O", "H", "H", "O"],
  "coordinates": [[-0.391, -0.743, -0.276], [0.945, -1.010, -0.521], [-1.495, -0.874, -1.239], [-0.519, -1.439, 0.704], [-0.418, 0.367, 0.013], [0.920, -1.879, -1.063], [-2.426, -1.016, -0.471], [-1.634, 0.132, -1.662], [-1.344, -1.718, -1.826], [1.313, 1.599, -0.916], [1.304, 2.951, -0.433], [1.468, 2.532, -1.156], [0.609, -0.283, 2.500], [0.575, 0.982, 3.437], [1.093, 0.399, 2.909]],
  "lowdin_charge": [-0.441, -0.100, -0.095, 0.141, 0.120, 0.138, 0.141, 0.082, 0.047, 0.036, -0.078, 0.022, -0.013, 0.022, -0.023],
  "charge": 0,
  "homo_ha": -0.3780,
  "lumo_energy_ev": 0.61,
  "smiles": "CCO.O.O",
  "gap_ev": 10.89
}


(x)
{
  "formula": "C2H10O3",
  "method": "ωB97M-V/def2-TZVPD",
  "elements": ["C", "C", "H", "H", "H", "H", "H", "H", "O", "H", "H", "O", "H", "H", "O"],
  "coordinates": [[2.545, 0.067, 0.118], [1.526, -0.627, 0.605], [3.263, 0.507, 0.787], [2.685, 0.147, -0.953], [1.434, -0.711, 1.686], [0.838, -1.286, 0.093], [-2.396, 1.089, -0.408], [-2.230, 2.512, 0.175], [-1.840, 1.870, -0.430], [-1.292, -0.858, 2.089], [-1.190, 0.209, 1.034], [-1.411, 0.074, 1.960], [0.073, -1.097, -2.631], [-1.395, -0.681, -2.124], [-0.611, -1.215, -2.001]],
  "lowdin_charge": [-0.066, -0.094, 0.042, 0.042, 0.046, 0.030, 0.023, 0.052, -0.053, 0.024, -0.009, -0.054, 0.022, 0.032, -0.036],
  "charge": 0,
  "homo_ha": -0.3655,
  "lumo_energy_ev": 0.53,
  "smiles": "C=C.O.O.O",
  "gap_ev": 10.48
}


(y)
{
  "formula": "C2H10O3",
  "method": "ωB97M-V/def2-TZVPD",
  "elements": ["C", "O", "C", "H", "H", "H", "H", "H", "H", "H", "H", "O", "H", "H", "O"],
  "coordinates": [[0.881, -1.002, 0.419], [-0.616, -0.995, 0.353], [1.614, 0.321, 0.377], [1.130, -1.330, 1.464], [0.975, -1.823, -0.272], [-1.100, -0.773, 1.161], [0.948, 0.796, 1.219], [2.553, 0.291, 0.965], [1.874, 0.726, -0.647], [-1.043, 1.830, 0.814], [-2.302, 1.897, 0.078], [-2.022, 2.153, 0.864], [-1.210, -1.032, -2.976], [-0.636, -0.704, -1.517], [-1.046, -0.356, -2.304]],
  "lowdin_charge": [-0.281, -0.143, -0.090, 0.117, 0.108, 0.087, 0.109, 0.072, 0.097, 0.072, -0.063, -0.029, 0.040, -0.033, -0.064],
  "charge": 0,
  "homo_ha": -0.4010,
  "lumo_energy_ev": 0.64,
  "smiles": "CCO.O.O",
  "gap_ev": 11.55
}


Which is the most stable structure? (x) is the most stable.


(w)
{
  "formula": "CH6N3O",
  "method": "ωB97M-V/def2-TZVPD",
  "elements": ["C", "N", "N", "N", "O", "H", "H", "H", "H", "H", "H"],
  "coordinates": [[-0.399, -1.031, 0.001], [2.069, 0.381, -0.294], [1.053, 0.767, 0.424], [-0.188, 0.305, 0.425], [-1.736, 1.261, -0.481], [-1.339, -1.238, 0.460], [-0.604, -1.186, -1.169], [0.534, -1.628, 0.177], [1.708, -0.519, -0.845], [-2.237, 1.217, 0.332], [1.138, 1.673, 0.970]],
  "lowdin_charge": [-0.210, -0.104, -0.273, -0.164, -0.481, 0.045, 0.104, 0.056, 0.008, -0.133, 0.153],
  "charge": -1,
  "homo_ha": [-0.0608, -0.0523],
  "lumo_energy_ev": [4.54, 4.53],
  "gap_ev": [6.19, 5.95]
}


(x)
{
  "formula": "CH6N3O",
  "method": "ωB97M-V/def2-TZVPD",
  "elements": ["C", "N", "N", "N", "O", "H", "H", "H", "H", "H", "H"],
  "coordinates": [[-1.338, -0.513, -0.005], [1.391, 0.877, -0.580], [1.075, -0.506, -0.504], [-0.021, -0.663, 0.477], [0.149, 0.332, 1.520], [-1.345, -0.105, -1.105], [-1.999, -1.466, 0.074], [-1.674, 0.346, 0.643], [0.499, 1.379, -1.007], [1.383, 1.164, 0.477], [1.880, -0.845, 0.008]],
  "lowdin_charge": [-0.216, -0.129, -0.169, -0.400, -0.454, 0.066, 0.065, 0.056, 0.073, 0.049, 0.059],
  "charge": -1,
  "homo_ha": -0.0715,
  "lumo_energy_ev": 4.83,
  "smiles": "CN([O-])NN",
  "gap_ev": 6.78
}


Which is the most stable structure? (x) is the most stable.